{
  "formula": "C40H111N9O13",
  "method": "ωB97M-V with the def2-TZVPD basis set",
  "symbols": ["C", "C", "O", "O", "H", "H", "H", "H", "H", "H", "C", "C", "O", "O", "H", "H", "H", "H", "H", "H", "C", "C", "C", "O", "C", "N", "H", "H", "H", "H", "H", "H", "H", "H", "H", "H", "H", "C", "C", "C", "O", "C", "N", "H", "H", "H", "H", "H", "H", "H", "H", "H", "H", "H", "C", "C", "C", "O", "C", "N", "H", "H", "H", "H", "H", "H", "H", "H", "H", "H", "H", "C", "C", "C", "O", "C", "N", "H", "H", "H", "H", "H", "H", "H", "H", "H", "H", "H", "C", "C", "C", "O", "C", "N", "H", "H", "H", "H", "H", "H", "H", "H", "H", "H", "H", "C", "C", "C", "O", "C", "N", "H", "H", "H", "H", "H", "H", "H", "H", "H", "H", "H", "C", "C", "C", "O", "C", "N", "H", "H", "H", "H", "H", "H", "H", "H", "H", "H", "H", "C", "C", "C", "O", "C", "N", "H", "H", "H", "H", "H", "H", "H", "H", "H", "H", "H", "C", "C", "C", "O", "C", "N", "H", "H", "H", "H", "H", "H", "H", "H", "H", "H", "H"],
  "xyz": [[-3.780110, -10.931910, -6.671800], [-3.988160, -11.871440, -7.844460], [-2.825470, -11.938370, -8.653070], [-4.813040, -11.216920, -5.740100], [-3.842130, -9.873330, -6.924140], [-2.834320, -11.129270, -6.167180], [-4.843180, -11.560470, -8.444750], [-4.196950, -12.899990, -7.550200], [-2.712950, -11.044670, -8.985110], [-5.374250, -10.438160, -5.753610], [-4.494970, -7.976530, -9.813970], [-3.387270, -8.878580, -10.416390], [-2.356100, -9.216230, -9.474580], [-5.426440, -8.766850, -9.065550], [-4.976320, -7.447810, -10.636680], [-4.010660, -7.246780, -9.165120], [-2.958570, -8.546640, -11.361980], [-3.761760, -9.870000, -10.671250], [-1.869180, -8.397260, -9.357090], [-6.088070, -9.116830, -9.666690], [-6.050770, -15.363390, -0.480910], [-7.105250, -14.324250, -0.137150], [-7.516580, -13.538430, -1.394520], [-6.348660, -12.861110, -1.878500], [-6.649760, -11.677370, -2.632800], [-8.283920, -15.003690, 0.418740], [-6.305680, -16.083950, -1.258020], [-5.829660, -16.013940, 0.365260], [-5.085160, -14.945250, -0.765290], [-6.578350, -13.670190, 0.557610], [-8.301490, -12.828590, -1.133480], [-7.899920, -14.116510, -2.235340], [-5.729160, -11.254620, -3.035160], [-7.129750, -10.978130, -1.948140], [-7.328550, -11.834250, -3.471100], [-7.935850, -15.391450, 1.283950], [-8.460420, -15.780530, -0.202120], [-3.498090, -14.345930, -3.597930], [-3.911720, -14.976680, -4.893120], [-4.210190, -16.423220, -4.840060], [-3.199450, -17.253500, -4.164530], [-3.548920, -18.585100, -4.024130], [-4.971810, -14.175530, -5.496850], [-2.612230, -14.888520, -3.267850], [-4.280540, -14.357690, -2.839150], [-3.217230, -13.319620, -3.834360], [-3.078780, -14.959330, -5.595970], [-4.499730, -16.788320, -5.825440], [-5.087770, -16.502520, -4.198460], [-2.703680, -19.035500, -3.503750], [-3.583190, -19.121020, -4.972670], [-4.462230, -18.792040, -3.466330], [-4.763490, -13.192930, -5.602690], [-5.783030, -14.249120, -4.899700], [3.354900, -11.883370, -4.474850], [2.634870, -10.798270, -5.318610], [1.110790, -10.756270, -4.941330], [0.332060, -11.938180, -5.320050], [0.041400, -12.086300, -6.707770], [3.260940, -9.515790, -5.057710], [4.430320, -11.953100, -4.638270], [2.878640, -12.821590, -4.759510], [3.297050, -11.821560, -3.388140], [2.628650, -11.060710, -6.376530], [0.695260, -9.826080, -5.328860], [0.968750, -10.548160, -3.880860], [-0.559890, -12.937020, -7.028430], [1.018590, -12.194480, -7.178400], [-0.338920, -11.196520, -7.209530], [3.328460, -9.466620, -4.051170], [4.236760, -9.463840, -5.313010], [0.277930, -10.162200, -16.110820], [-0.765780, -9.880570, -14.982160], [-1.000610, -10.997200, -13.950070], [-2.341380, -10.809910, -13.560890], [-2.917630, -11.619810, -12.548660], [-0.368210, -8.651680, -14.323600], [1.159480, -10.726700, -15.807010], [0.550030, -9.322470, -16.750280], [-0.254800, -10.813150, -16.804060], [-1.733180, -9.712600, -15.455470], [-0.327880, -10.868790, -13.102110], [-0.940100, -11.987750, -14.400910], [-3.976370, -11.393640, -12.422080], [-2.419270, -11.547340, -11.581980], [-2.851260, -12.671470, -12.827390], [0.166200, -8.899700, -13.503240], [-1.203410, -8.311040, -13.869170], [-4.322450, -11.169280, 0.792380], [-3.491620, -11.214110, -0.539880], [-2.501120, -9.988210, -0.799030], [-1.598040, -10.025290, -1.916150], [-2.263870, -10.021670, -3.145220], [-2.822350, -12.506430, -0.632700], [-4.897470, -12.094670, 0.825730], [-5.086480, -10.400920, 0.674170], [-3.763430, -10.912140, 1.692090], [-4.212830, -11.177130, -1.356340], [-1.840620, -9.827040, 0.052950], [-3.109010, -9.085200, -0.855150], [-2.554660, -11.016900, -3.481470], [-1.622030, -9.521090, -3.870170], [-3.180690, -9.433950, -3.099030], [-3.485080, -13.258600, -0.509680], [-2.429100, -12.634130, -1.554190], [-6.836450, -8.547430, -4.038900], [-6.257000, -7.926070, -5.322690], [-4.916930, -7.281930, -5.095950], [-4.514840, -6.626290, -6.366490], [-3.156670, -6.337940, -6.400270], [-6.093650, -8.958890, -6.286140], [-7.110340, -7.740370, -3.359380], [-6.235770, -9.292990, -3.517920], [-7.744110, -9.111830, -4.252650], [-6.962120, -7.175820, -5.680500], [-4.177740, -8.052640, -4.877500], [-4.955070, -6.601530, -4.245240], [-2.588130, -7.266910, -6.443630], [-2.798010, -5.650850, -5.633870], [-2.933060, -5.875100, -7.361460], [-6.984350, -8.956400, -6.762330], [-5.449840, -8.589030, -6.970840], [1.997750, -14.939350, -12.125440], [2.167390, -13.652100, -12.870800], [1.916130, -12.389510, -11.982400], [0.594820, -12.461030, -11.519780], [0.344060, -11.646070, -10.400780], [3.528240, -13.591420, -13.300190], [2.173910, -15.886260, -12.635760], [0.948740, -14.999440, -11.835490], [2.553200, -15.073880, -11.197290], [1.503760, -13.564390, -13.731030], [2.174820, -11.402590, -12.366020], [2.537900, -12.511950, -11.095550], [0.860850, -11.917300, -9.480200], [-0.697660, -11.742350, -10.094750], [0.501950, -10.607620, -10.691970], [3.784640, -14.534550, -13.554910], [4.121780, -13.587010, -12.483000], [-5.476410, -8.635170, -13.948700], [-6.782250, -9.204630, -13.909390], [-7.422140, -9.134880, -12.507130], [-6.796600, -9.911920, -11.551400], [-7.027790, -11.309730, -11.605190], [-7.675720, -8.523850, -14.876540], [-4.823340, -9.250170, -13.329510], [-5.353510, -7.605100, -13.614110], [-5.028570, -8.558020, -14.939450], [-6.644970, -10.235730, -14.235120], [-8.462030, -9.457160, -12.453630], [-7.413390, -8.104730, -12.151020], [-8.035720, -11.687070, -11.432580], [-6.561260, -11.771180, -10.734840], [-6.595030, -11.854160, -12.444480], [-7.177580, -8.607530, -15.751150], [-8.441400, -9.179950, -14.934570], [-1.222110, -14.995080, -9.887190], [-2.660670, -15.720600, -9.743320], [-2.617660, -16.785300, -8.668150], [-1.872890, -17.954000, -9.135720], [-1.522230, -18.726120, -8.066250], [-3.563280, -14.615430, -9.613320], [-0.957170, -14.283780, -9.104920], [-1.061440, -14.505940, -10.847930], [-0.400950, -15.699200, -10.021370], [-2.889520, -16.230750, -10.678990], [-3.623700, -17.077600, -8.367240], [-2.247410, -16.309620, -7.760000], [-2.305720, -18.978350, -7.351670], [-0.703080, -18.293640, -7.491750], [-1.252460, -19.727240, -8.402520], [-3.107840, -13.751800, -9.354840], [-4.073090, -14.829250, -8.768050]],
  "atomic_forces_ev_per_a": [[-0.473, -0.720, 0.640], [0.422, -0.009, -0.447], [-0.037, -0.161, -0.091], [0.577, -0.859, 0.621], [0.351, -0.099, -0.460], [0.312, -0.005, -0.267], [-0.223, 0.251, -0.011], [0.019, 0.175, 0.470], [0.588, 0.646, -0.312], [-0.942, 0.757, -0.095], [0.843, -1.108, -0.776], [-0.189, -0.966, 0.394], [-0.883, -0.195, -0.436], [0.255, 0.579, 0.249], [-0.253, 0.138, -0.017], [-0.270, -0.054, 0.142], [0.100, 0.706, 0.095], [-0.751, 0.126, -0.011], [1.029, 0.715, 0.463], [0.021, -0.138, -0.398], [1.037, -0.634, -0.075], [0.248, -0.948, -1.676], [0.882, 0.862, 0.204], [-0.238, 0.310, -0.309], [0.012, -0.431, 0.679], [0.403, 0.926, 0.306], [-0.453, 0.255, -0.370], [-0.083, 0.161, 0.432], [-0.069, 0.241, -0.125], [-0.772, 0.393, 0.249], [-0.055, 0.241, 0.166], [-0.180, -0.684, 0.214], [0.057, -0.255, 0.158], [-0.009, 0.373, -0.032], [-0.081, -0.377, -0.127], [-0.411, -0.364, 0.271], [-0.223, -0.273, 0.026], [1.030, -0.433, 0.097], [1.210, 1.523, -0.914], [-1.195, -1.677, 1.618], [-0.573, 2.125, -1.121], [0.763, -0.759, -0.098], [-0.773, -1.685, -0.500], [0.083, 0.174, 0.558], [-0.081, -0.020, -0.051], [-0.003, 0.104, 0.272], [0.495, 0.605, -0.041], [0.339, -0.276, -0.155], [-0.608, -0.337, 0.075], [-0.115, -0.102, 0.284], [-0.328, 0.055, -0.390], [-0.256, 0.292, 0.108], [0.222, 0.128, 0.271], [-0.297, 0.196, 0.058], [-0.504, -0.800, -0.840], [-0.231, -1.024, 1.379], [-0.043, 0.133, -0.582], [-0.083, 0.749, 0.786], [1.877, 0.945, -0.610], [-0.478, 0.789, 0.212], [0.038, 0.075, -0.595], [0.260, -0.394, 0.193], [-0.631, 0.570, 0.062], [0.548, 0.144, -0.050], [-0.179, -0.097, -0.904], [0.126, -0.891, 0.360], [-0.180, -0.070, 0.963], [0.149, -0.434, -0.507], [-0.548, 0.312, 0.456], [-0.266, 0.373, 0.372], [0.049, -0.356, -0.633], [-1.281, -1.256, -0.132], [1.414, 0.115, -0.661], [-0.582, 0.035, -0.727], [-1.290, 0.665, 0.577], [0.796, -0.656, -0.275], [-0.618, 0.556, 0.590], [0.126, 0.269, 0.277], [0.002, 0.381, 0.693], [0.112, -0.452, -0.213], [0.029, 0.023, -0.111], [0.166, -0.336, -0.001], [0.485, -0.342, 0.038], [0.106, 0.364, -0.208], [0.122, 0.327, 0.084], [-0.004, -0.299, -0.136], [0.679, 0.029, 0.092], [-0.338, 0.554, 0.052], [0.209, 0.928, -1.593], [0.331, 0.254, -0.308], [0.104, -0.666, 0.798], [-0.852, -0.488, 1.092], [-0.263, 0.345, -0.512], [0.730, 0.134, 0.378], [0.330, -0.147, 0.436], [-0.037, 0.240, 0.054], [0.161, -0.516, -0.057], [-0.403, 0.334, -0.047], [-0.002, -0.342, 0.179], [-0.307, 0.142, -0.239], [0.168, -0.178, -0.136], [0.082, -0.312, -0.146], [-0.257, 0.194, 0.105], [-0.192, 0.025, 0.022], [0.208, 0.043, -0.108], [-0.387, 0.494, 0.077], [-0.006, -0.057, 1.726], [0.487, 0.623, -1.352], [-1.627, -0.583, 2.088], [0.843, -0.066, -0.985], [-0.483, -0.001, -0.814], [0.004, -0.099, 0.304], [0.628, 0.419, -0.209], [-0.254, 0.209, -0.310], [-0.024, 0.358, 0.075], [0.151, -0.191, 0.078], [0.145, 0.427, -0.132], [0.389, -0.109, 0.465], [-0.098, -0.114, 0.390], [-0.163, 0.179, -0.089], [-0.003, -0.749, -0.532], [0.029, -0.141, -0.649], [-2.230, -0.854, 1.101], [0.304, 1.208, 0.665], [-0.138, -1.573, 0.950], [-0.543, -0.412, -0.009], [-0.825, 0.426, -0.040], [1.874, -0.031, -0.871], [0.208, 0.326, -0.830], [-0.139, -0.193, 0.252], [0.318, 0.722, 0.099], [-0.075, -0.279, -0.085], [-0.082, -0.061, -0.779], [0.593, -0.048, 0.209], [0.818, -0.086, -0.208], [-0.181, -0.068, -0.455], [0.177, 0.269, 0.429], [-0.129, -0.276, -1.043], [0.086, 0.885, 0.642], [3.386, 1.422, 0.381], [-2.474, -0.375, -0.075], [-0.739, 0.081, -0.661], [1.046, -1.201, 1.079], [0.564, -0.851, 0.939], [0.114, -0.593, 0.727], [0.370, 0.117, -0.064], [-0.539, 0.130, 0.481], [-0.096, -0.607, -0.281], [-0.297, -0.505, 0.318], [-0.489, 0.154, -0.848], [0.215, 0.110, -0.077], [-0.737, 0.829, -0.562], [0.592, 0.409, 0.127], [-0.018, 0.459, -0.438], [-0.139, 0.229, -0.422], [-0.626, 0.232, -0.451], [-0.042, -1.698, -1.029], [3.428, 1.174, -1.562], [-0.183, 0.129, -0.245], [-1.389, 2.230, -0.036], [0.661, -1.624, 1.091], [-1.534, -0.428, 1.364], [-0.407, -0.143, 0.220], [-0.916, 0.611, -0.055], [0.029, -0.561, 0.764], [0.244, -0.181, -0.192], [-0.383, -0.390, -0.301], [0.872, -0.320, 0.254], [-0.651, 0.555, 0.113], [0.223, 0.051, 0.090], [0.486, 0.092, -0.381], [0.452, 0.191, -0.298], [-0.997, 0.236, 0.148]],
  "gap_ev": [1.73, 9.15],
  "largest_force_ev_per_a": 3.946,
  "spin_multiplicity": 2,
  "s2": 0.751,
  "total_charge": -1,
  "lumo_ev": [2.1, 2.1]
}